[1]
C47H64GeN2O8P2S3Si3Ti | ωB97M-V/def2-TZVPD

Geometry as XYZ:
```
131
Properties=species:S:1:pos:R:3:lowdin_charge:R:1
Ti -0.01874 -0.38039 -0.29955 0.547
C -1.97738 -3.88964 3.99889 -0.494
C -2.63915 -3.34163 2.73142 -0.501
S -1.74414 -2.05556 1.81175 0.817
C -1.67229 -0.71757 3.04180 -0.488
C -0.55512 -0.79609 4.10379 -0.487
S 1.07612 -1.36231 3.52797 0.825
C 1.51371 -2.43862 4.91518 -0.526
C 0.56974 -3.61658 5.23159 -0.503
S -0.24179 -4.41313 3.81120 0.875
H -2.54168 -4.76509 4.31933 0.077
H -2.02125 -3.15603 4.80100 0.059
H -3.61359 -2.92374 2.98948 0.079
H -2.79503 -4.13278 1.99536 0.067
H -2.64096 -0.69795 3.54707 0.088
H -1.58659 0.18767 2.44688 0.029
H -0.84828 -1.48599 4.89126 0.050
H -0.41097 0.18177 4.55649 0.047
H 1.62899 -1.81566 5.80346 0.076
H 2.50378 -2.80521 4.63983 0.064
H -0.20855 -3.33344 5.93803 0.067
H 1.15887 -4.40253 5.70334 0.071
O -1.53052 1.02474 -0.11785 -0.402
P -1.95173 2.48049 -0.06142 0.824
C -1.03756 3.08512 1.41799 -0.255
P 0.63359 2.35653 1.56845 0.813
O 0.71249 0.88714 1.18913 -0.433
C 1.06919 2.68074 3.29088 -0.259
C 0.11842 2.74793 4.31140 -0.096
C 0.49026 3.12426 5.59257 -0.063
C 1.81319 3.44470 5.86673 -0.058
C 2.77052 3.35469 4.86683 -0.055
C 2.40214 2.97750 3.58522 -0.057
C 1.79610 3.32374 0.61291 -0.312
C 1.73284 4.71644 0.58197 -0.071
C 2.64672 5.42659 -0.17950 -0.060
C 3.62970 4.75105 -0.89455 -0.058
C 3.71768 3.36654 -0.83100 -0.050
C 2.80263 2.64881 -0.07284 -0.071
C -3.68218 2.56798 0.33532 -0.280
C -4.38883 1.36710 0.26963 -0.055
C -5.75268 1.36395 0.51900 -0.050
C -6.40276 2.54842 0.84102 -0.052
C -5.69071 3.73829 0.92977 -0.060
C -4.33078 3.75438 0.67482 -0.085
C -1.40710 3.55407 -1.38375 -0.265
C -2.14748 4.68374 -1.73572 -0.061
C -1.65654 5.55731 -2.69216 -0.052
C -0.42883 5.31259 -3.29485 -0.045
C 0.30667 4.18644 -2.94695 -0.055
C -0.18072 3.30626 -1.99501 -0.078
H -1.61476 2.76799 2.28482 0.059
H -0.94852 4.17386 1.44066 0.080
H -0.91973 2.50807 4.12260 0.096
H -0.25571 3.17520 6.37449 0.112
H 2.09314 3.77939 6.85746 0.113
H 3.80513 3.58696 5.08299 0.114
H 3.15144 2.92097 2.80474 0.113
H 0.97919 5.24778 1.15393 0.112
H 2.58950 6.50777 -0.22010 0.113
H 4.33287 5.30821 -1.50346 0.114
H 4.49468 2.84262 -1.37649 0.114
H 2.85860 1.56953 -0.01054 0.096
H -3.87225 0.45156 0.00953 0.109
H -6.30951 0.43885 0.44144 0.114
H -7.47144 2.54691 1.01412 0.114
H -6.20407 4.65701 1.18304 0.113
H -3.78784 4.69180 0.73758 0.108
H -3.12255 4.85907 -1.29602 0.096
H -2.24354 6.41831 -2.98509 0.116
H -0.05568 5.98397 -4.05862 0.118
H 1.25289 3.97688 -3.43330 0.121
H 0.37909 2.41303 -1.75944 0.099
C 3.63450 -0.61735 -2.05580 -0.210
Si 3.33412 -2.04175 -0.86845 0.378
C 4.03124 -1.58778 0.81290 -0.213
C 4.28843 -3.46423 -1.63299 -0.212
Ge 0.98903 -2.73923 -0.43366 0.732
Si -0.39109 -3.68267 -2.34329 0.436
C 0.01710 -5.45689 -2.77852 -0.224
C -2.18922 -3.67617 -1.82937 -0.202
C 0.10523 -2.71797 -3.88197 -0.184
Si 1.53374 -5.00760 0.33517 0.352
C -0.15990 -5.71186 0.79425 -0.249
C 2.37154 -6.22403 -0.83410 -0.214
C 2.65263 -4.92131 1.84234 -0.234
H 4.69770 -0.35540 -2.00964 0.041
H 3.04266 0.27098 -1.84408 -0.010
H 3.40584 -0.92374 -3.08121 0.037
H 5.01054 -1.10373 0.72544 0.038
H 4.15369 -2.48128 1.43330 0.014
H 3.35648 -0.90940 1.34530 0.003
H 5.22717 -3.07937 -2.04727 0.042
H 3.72664 -3.91630 -2.45586 0.026
H 4.52771 -4.25098 -0.91098 0.027
H -0.19833 -6.15533 -1.96726 0.001
H 1.05868 -5.59298 -3.08426 0.028
H -0.62093 -5.73063 -3.63025 0.051
H -2.48057 -4.67642 -1.49790 0.034
H -2.81881 -3.40186 -2.68330 0.041
H -2.38517 -2.96012 -1.03226 -0.006
H 0.54475 -3.39970 -4.61391 0.040
H 0.83977 -1.93863 -3.67324 0.014
H -0.76792 -2.23943 -4.33949 0.043
H -0.54430 -6.36363 0.00316 0.020
H -0.88111 -4.90352 0.94816 -0.018
H -0.10749 -6.29752 1.71756 0.013
H 1.65470 -6.95664 -1.21197 0.025
H 3.14483 -6.76421 -0.27950 0.041
H 2.84856 -5.75741 -1.69619 0.001
H 2.27942 -4.19795 2.57391 -0.018
H 3.67303 -4.63835 1.56329 0.017
H 2.69721 -5.90526 2.32603 0.043
O -1.22438 -0.95038 -1.72413 -0.172
C -0.47311 -0.20083 -2.42779 -0.606
O 0.75631 -0.10494 -1.98096 -0.192
C -0.95415 0.64433 -3.51831 -0.115
C -2.26637 1.08487 -3.53686 0.097
C -2.63644 2.04210 -4.48699 -0.109
C -1.73977 2.47713 -5.46158 0.097
C -0.45960 1.98905 -5.43232 -0.116
C -0.02852 1.10430 -4.45383 0.089
N 0.51944 2.51115 -6.39877 -0.346
O 1.65332 2.08427 -6.33238 0.093
O 0.14618 3.34864 -7.18986 0.102
N -3.89733 2.71276 -4.36125 -0.340
O -4.24144 3.48865 -5.23567 0.103
O -4.55747 2.49758 -3.34967 0.073
H -2.98589 0.73539 -2.81202 0.137
H -2.04040 3.21313 -6.19259 0.139
H 1.00719 0.79770 -4.42703 0.142
```

The multiplicity is 4. The HOMO energy (alpha / beta) is -8.0 / -9.8 eV. As for the charge: +1. The frontier orbital gap (alpha / beta) is 4.86 / 6.21 eV.

---

[2]
C47H67BrFN3O14 | ωB97M-V/def2-TZVPD

Geometry as XYZ:
```
133
Properties=species:S:1:pos:R:3:lowdin_charge:R:1
C 5.60032 5.32055 -0.54883 -0.114
C 5.34118 3.83362 -1.09393 -0.195
C 3.90709 3.36144 -0.59878 -0.196
O 3.38752 2.25480 -1.37074 -0.063
C 2.87762 1.25742 -0.55343 -0.141
C 3.71302 0.08363 -0.18883 -0.088
C 5.19135 -0.06449 -0.66371 -0.267
N 5.37729 -0.98185 -1.82041 0.013
C 3.17218 -1.00677 0.64996 -0.399
Br 4.27466 -2.57919 1.09339 0.770
C 1.79015 -0.96777 1.20559 -0.221
O 1.40289 -2.04400 1.97813 -0.111
C 0.37160 -2.83571 1.35479 -0.125
C 0.90688 -4.02243 0.46435 -0.347
C 1.01392 -5.39523 1.25021 -0.044
O -0.05077 -4.24151 -0.61446 -0.077
C 0.97995 0.20690 0.88553 0.029
C 1.51040 1.28634 0.00533 0.041
C 0.53412 2.46088 -0.28985 -0.235
O 0.92641 3.52743 -0.72274 0.101
C -1.01138 2.33656 -0.07517 0.029
C -1.95747 3.24201 -0.74218 -0.091
F -1.54445 4.23502 -1.60596 0.045
C -3.41974 3.15514 -0.51157 -0.048
C -4.44059 4.11559 -1.22146 -0.128
C -5.08205 3.45326 -2.52419 -0.178
C -5.79975 2.08669 -2.24031 -0.226
C -6.56224 1.46849 -3.47361 -0.160
C -7.27711 0.16011 -2.93831 -0.216
O -6.34122 -0.77922 -2.38173 -0.177
C -6.79234 -1.31322 -1.13991 -0.267
C -5.91077 -2.56187 -0.69023 -0.062
C -3.88685 2.12144 0.41878 -0.167
N -5.30183 2.01269 0.72555 0.075
C -2.97035 1.14655 1.09110 -0.074
C -3.57291 0.06078 2.02325 -0.146
C -3.79081 0.52876 3.53132 -0.176
C -2.80326 1.64775 4.01451 -0.277
N -3.20094 2.00878 5.42126 -0.040
C -1.53926 1.27059 0.82959 -0.009
C -0.47006 0.35067 1.46932 -0.244
O -0.70230 -0.28058 2.48669 0.075
H 5.91015 6.00105 -1.39701 0.070
H 6.47430 5.33255 0.16255 0.070
H 4.67603 5.78232 -0.10846 0.067
H 6.16997 3.17862 -0.72765 0.079
H 5.33000 3.93651 -2.21682 0.117
H 3.93876 3.17243 0.50917 0.145
H 3.23037 4.25095 -0.76592 0.113
H 5.77130 -0.48016 0.21504 0.074
H 5.64642 0.95190 -0.84359 0.106
H 6.11635 -0.54055 -2.38374 0.065
H 5.84353 -1.81287 -1.43355 0.036
H -0.25082 -3.30415 2.17530 0.135
H -0.32275 -2.16720 0.78500 0.127
H 1.86826 -3.76056 -0.06137 0.116
H 0.67591 -6.27966 0.64883 0.081
H 2.10417 -5.55658 1.49660 0.082
H 0.41404 -5.38481 2.19661 0.076
H -0.64647 -4.96933 -0.36278 0.077
H -5.21125 4.36962 -0.44878 0.116
H -3.85324 5.00061 -1.57603 0.108
H -4.33148 3.34711 -3.35323 0.117
H -5.84912 4.20021 -2.89517 0.115
H -5.09956 1.30666 -1.81919 0.111
H -6.58224 2.25212 -1.43953 0.109
H -5.88487 1.25472 -4.34707 0.117
H -7.36630 2.19493 -3.78269 0.116
H -7.85066 -0.35870 -3.76539 0.126
H -7.98991 0.47145 -2.11747 0.116
H -7.84341 -1.70553 -1.25326 0.116
H -6.74190 -0.58093 -0.28403 0.096
H -4.80986 -2.32789 -0.79862 0.081
H -6.06572 -2.81893 0.39212 0.050
H -6.13164 -3.48037 -1.29610 0.076
H -5.65197 1.06160 0.60671 0.055
H -5.46193 2.33187 1.68847 0.100
H -2.94304 -0.87339 2.06750 0.105
H -4.58410 -0.29648 1.66314 0.098
H -4.86376 0.83323 3.70452 0.104
H -3.62589 -0.36307 4.20577 0.117
H -1.73679 1.29411 4.09713 0.110
H -2.81509 2.56672 3.36490 0.111
H -2.67316 2.85376 5.66947 0.062
H -4.20311 2.21110 5.43087 0.051
O 8.56643 2.23564 -1.45650 0.120
C 8.92675 1.13572 -1.14144 -0.460
C 10.31712 0.74459 -0.70915 -0.084
C 10.27373 -0.76804 -0.82829 -0.153
C 8.81143 -1.07316 -0.57315 -0.163
O 8.09434 0.05767 -1.08854 -0.020
H 10.47346 1.06751 0.32237 0.142
H 11.06884 1.17611 -1.36530 0.086
H 10.94640 -1.28224 -0.14180 0.121
H 10.54209 -1.06319 -1.84659 0.123
H 8.58694 -1.17176 0.49291 0.130
H 8.48561 -1.97803 -1.08755 0.124
O -8.67962 1.34749 0.68084 0.111
C -9.36918 0.38499 0.87883 -0.477
C -10.80593 0.40073 1.34532 -0.075
C -11.01070 -1.03678 1.78993 -0.157
C -10.05185 -1.79026 0.89290 -0.151
O -8.95842 -0.89129 0.66595 -0.014
H -11.45042 0.66406 0.50403 0.134
H -10.94286 1.10118 2.16691 0.127
H -12.04110 -1.38232 1.70536 0.118
H -10.70469 -1.14456 2.83382 0.122
H -10.49985 -2.04679 -0.07152 0.131
H -9.68088 -2.70114 1.36296 0.121
O -7.48338 -4.11168 2.57007 0.112
C -6.53852 -4.84103 2.66705 -0.487
C -5.11229 -4.40599 2.89305 -0.079
C -4.33610 -5.66227 2.53953 -0.160
C -5.32148 -6.75911 2.88574 -0.159
O -6.61667 -6.19646 2.62987 0.032
H -4.98590 -4.13065 3.94217 0.137
H -4.84673 -3.57472 2.24223 0.110
H -3.38573 -5.75513 3.06569 0.117
H -4.12875 -5.67513 1.46601 0.120
H -5.26932 -7.04822 3.93887 0.128
H -5.18031 -7.64668 2.26945 0.126
O 13.00516 1.04588 -1.41337 0.107
C 13.50306 1.33778 -2.46670 -0.459
C 14.97373 1.55673 -2.72427 -0.074
C 14.95975 2.26602 -4.06709 -0.160
C 13.70117 1.71912 -4.70778 -0.155
O 12.79881 1.47598 -3.61778 0.036
H 15.47283 0.58715 -2.77981 0.135
H 15.41964 2.17348 -1.94644 0.129
H 15.85561 2.09602 -4.66421 0.119
H 14.85871 3.34326 -3.91166 0.122
H 13.87678 0.77556 -5.23120 0.129
H 13.25272 2.42882 -5.40220 0.128
```

The HOMO energy is -8.5 eV. The structure (SMILES) is CCCOc1c(CN)c(Br)c(OC[C@@H](C)O)c2c1C(=O)c1c(F)c(CCCCCOCC)c(N)c(CCCN)c1C2=O.O=C1CCCO1.O=C1CCCO1.O=C1CCCO1.O=C1CCCO1. The frontier orbital gap is 7.99 eV.

---

[3]
C47H82FN9O9 | ωB97M-V/def2-TZVPD

Geometry as XYZ:
```
148
Properties=species:S:1:pos:R:3:lowdin_charge:R:1
O 2.14126 2.32659 2.97891 0.172
C 1.89833 2.24013 4.12603 -0.571
O 2.20229 1.18101 4.87499 0.076
C 1.52459 1.29751 6.12531 -0.061
C 1.24960 2.81671 6.21050 -0.261
F 2.37891 3.46211 6.65972 0.049
O 1.16602 3.16744 4.83897 0.109
H 0.60602 0.71771 6.04763 0.110
H 2.08894 1.00245 6.99941 0.135
H 0.42335 3.11525 6.83968 0.166
C 0.08726 3.74168 -1.70987 -0.063
C 1.21376 3.70680 -2.70789 -0.249
O 1.84421 4.98243 -2.64287 0.007
C 2.69631 5.20966 -3.69659 -0.519
O 2.81088 4.45856 -4.64317 0.112
O 3.34469 6.39399 -3.62795 0.011
C 3.32226 7.14839 -2.49549 -0.100
H -0.28074 2.72653 -1.55230 0.049
H -0.72761 4.38247 -2.04291 0.079
H 0.45433 4.16970 -0.77337 0.063
H 0.82289 3.44210 -3.68665 0.107
H 1.94953 2.95315 -2.46716 0.092
H 3.32248 6.54657 -1.59392 0.058
H 2.37227 7.70451 -2.50896 0.104
H 4.11435 7.87531 -2.43912 0.095
C 4.10659 -4.96971 4.06766 -0.048
C 3.76813 -5.13456 2.56223 -0.184
O 2.54246 -5.87877 2.47044 0.031
C 1.60146 -5.37965 1.66861 -0.624
O 1.60260 -4.35752 1.09634 0.131
O 0.63636 -6.31943 1.62756 0.006
C -0.45655 -6.04425 0.75720 -0.041
H 4.14527 -5.94659 4.56144 0.082
H 3.41377 -4.32402 4.60272 0.055
H 5.11508 -4.53591 4.11092 0.080
H 4.56559 -5.71640 2.09340 0.123
H 3.62068 -4.20262 2.00781 0.114
H -0.11656 -5.62542 -0.19402 0.091
H -1.15785 -5.35137 1.22033 0.085
H -1.00133 -6.94790 0.48859 0.097
C -6.53997 0.47882 3.25027 -0.102
C -5.77397 0.03335 1.98672 -0.243
C -5.30292 -1.42731 2.08897 -0.191
C -4.54759 -1.75789 3.31776 -0.210
N -3.97838 -2.07544 4.28160 0.165
H -5.83096 0.69787 4.05144 0.072
H -7.24505 -0.27239 3.61214 0.075
H -7.11746 1.39199 3.06807 0.070
H -4.89879 0.67120 1.85796 0.072
H -6.37764 0.17133 1.08333 0.106
H -4.58812 -1.69300 1.30305 0.055
H -6.08556 -2.18358 2.00824 0.124
C 1.57171 1.56897 -6.65610 -0.105
C 1.62449 0.07804 -6.40871 -0.259
C 0.49582 -0.42159 -5.49914 -0.202
C 0.57427 0.13815 -4.16084 -0.202
N 0.71524 0.52965 -3.09579 0.203
H 1.62834 2.17315 -5.74390 0.057
H 0.62121 1.78519 -7.16983 0.083
H 2.41196 1.90702 -7.27014 0.080
H 2.62553 -0.14284 -6.01898 0.110
H 1.55882 -0.50405 -7.33996 0.114
H 0.47894 -1.50045 -5.44365 0.080
H -0.49309 -0.14823 -5.89321 0.110
C -2.81254 1.51564 -2.80437 -0.098
C -3.75766 2.68058 -2.57364 -0.259
C -4.96900 2.39066 -1.71181 -0.194
C -5.84927 1.39997 -2.33364 -0.226
N -6.50732 0.55895 -2.79774 0.142
H -2.54595 1.02166 -1.86054 0.061
H -1.90135 1.79403 -3.34975 0.063
H -3.33083 0.78685 -3.45613 0.067
H -4.05788 3.12470 -3.52730 0.119
H -3.16823 3.45517 -2.07521 0.097
H -5.60719 3.26279 -1.51305 0.128
H -4.62953 2.02144 -0.74539 0.095
C -3.60133 3.80559 1.74434 -0.098
C -2.69634 3.03502 2.66615 -0.262
C -1.24399 2.93958 2.24711 -0.206
C -0.62659 4.22133 2.01599 -0.239
N -0.07108 5.20772 1.74330 0.159
H -3.50819 3.36797 0.74519 0.057
H -3.36704 4.87003 1.70002 0.081
H -4.64186 3.70724 2.04436 0.071
H -2.94601 1.97613 2.76066 0.084
H -2.82030 3.48707 3.65434 0.117
H -1.13824 2.36796 1.31933 0.104
H -0.58552 2.43784 2.94878 0.074
C 4.18293 -1.81538 -2.00391 -0.095
C 3.62444 -3.09603 -1.39968 -0.264
C 2.87615 -3.96230 -2.37915 -0.188
C 1.59564 -3.45332 -2.77211 -0.189
N 0.52556 -3.11358 -3.15440 0.186
H 4.91174 -2.03143 -2.79847 0.085
H 4.64314 -1.21421 -1.20869 0.066
H 3.40913 -1.19855 -2.46574 0.061
H 2.95905 -2.84944 -0.57889 0.074
H 4.48918 -3.56975 -0.96242 0.108
H 2.62523 -4.94276 -1.95098 0.125
H 3.46956 -4.19017 -3.27191 0.133
C -4.17184 -2.72857 -1.13247 -0.115
C -3.18421 -2.75162 -2.28111 -0.242
C -3.89867 -2.32852 -3.59418 -0.180
C -2.92694 -2.28420 -4.65110 -0.224
N -2.13595 -2.28471 -5.51280 0.161
H -4.50687 -1.69224 -0.96250 0.068
H -3.67561 -3.08972 -0.23219 0.062
H -5.06654 -3.31434 -1.34179 0.082
H -2.79404 -3.76356 -2.41072 0.115
H -2.37435 -2.06436 -2.09464 0.069
H -4.34079 -1.33211 -3.51319 0.095
H -4.66987 -3.03868 -3.88538 0.127
C 1.24045 0.31849 0.68120 -0.082
C 0.99406 -0.98706 0.00199 -0.266
C -0.37237 -1.20108 -0.56924 -0.197
C -1.46573 -0.61824 0.22997 -0.206
N -2.39584 -0.20856 0.78312 0.211
H 0.95700 1.10514 -0.02381 0.075
H 2.22633 0.50080 1.09148 0.058
H 0.53593 0.40635 1.51228 0.050
H 1.17657 -1.84706 0.65602 0.088
H 1.70633 -1.07654 -0.82353 0.081
H -0.60081 -2.24701 -0.78005 0.099
H -0.46986 -0.71928 -1.56770 0.081
C 6.30383 1.39616 -0.24252 -0.094
C 4.97229 1.68835 0.47127 -0.255
C 4.02546 2.61600 -0.26751 -0.193
C 4.46365 3.97972 -0.19179 -0.215
N 4.67895 5.11684 -0.16377 0.171
H 6.96257 0.83224 0.41930 0.075
H 6.79393 2.25739 -0.67517 0.074
H 6.05563 0.73803 -1.07324 0.052
H 5.29141 2.14773 1.41176 0.113
H 4.46268 0.76602 0.73818 0.089
H 3.00586 2.57432 0.13691 0.106
H 3.92374 2.35371 -1.33401 0.126
C 0.52990 -3.61841 4.82670 -0.087
C -0.79559 -3.56510 4.06224 -0.259
C -0.93174 -2.46456 3.08799 -0.223
C -0.83693 -1.13585 3.62739 -0.200
N -0.73699 -0.01803 3.94023 0.207
H 0.66622 -4.53707 5.39616 0.080
H 0.73544 -2.77112 5.50181 0.082
H 1.34886 -3.60745 4.09025 0.055
H -1.54914 -3.44919 4.84684 0.104
H -0.98267 -4.52373 3.57917 0.105
H -1.88890 -2.47446 2.55260 0.099
H -0.15206 -2.58651 2.32138 0.108
```

The HOMO energy is -10.2 eV. The structure (SMILES) is O=C1OC[C@@H](F)O1.CCOC(=O)OC.CCOC(=O)OC.CCCC#N.CCCC#N.CCCC#N.CCCC#N.CCCC#N.CCCC#N.CCCC#N.CCCC#N.CCCC#N. The frontier orbital gap is 10.43 eV.

---

Number 1: total energy -223480.27911 eV, strongest force on any atom 4.10 eV/A. Number 2: total energy -155716.60168 eV, strongest force on any atom 2.80 eV/A. Number 3: total energy -84624.07642 eV, strongest force on any atom 5.20 eV/A.